Record 1
DFT (ωB97M-V/def2-TZVPD) results for a structure of composition CH2Cl2F12P2V.

Geometry as XYZ:
```
20
Properties=species:S:1:pos:R:3:forces:R:3
V 0.566 0.004 -0.404 0.4 -0.1 0.0
P -1.089 -0.438 -2.719 -0.7 -2.4 -4.2
F -0.807 0.246 -4.218 -0.4 -0.8 3.0
F -2.665 -0.169 -2.775 1.4 -0.1 0.3
F -1.192 -1.945 -3.330 -0.5 1.5 -0.1
F -1.129 -1.148 -1.256 -1.3 -0.5 2.2
F 0.515 -0.767 -2.496 1.5 1.0 -0.9
F -0.820 0.925 -1.861 0.2 1.3 -0.3
P 2.855 -0.023 1.176 5.7 0.4 1.9
F 2.609 -0.461 -0.391 -0.7 -0.9 -1.2
F 1.417 -0.712 1.458 -0.5 -1.5 0.7
F 3.779 -1.334 1.467 -1.8 0.8 -0.8
F 3.112 0.413 2.723 -1.2 0.1 -1.9
F 4.142 0.779 0.586 -1.0 -0.2 1.1
F 1.903 1.266 0.822 -0.5 1.2 -0.2
C -2.660 0.797 2.284 -2.0 0.5 0.1
Cl -3.473 -0.635 2.927 0.4 0.1 0.0
Cl -1.246 0.471 1.325 0.7 -0.1 0.4
H -3.378 1.236 1.591 0.2 0.1 0.2
H -2.438 1.496 3.090 0.3 -0.3 -0.2
```
Positions in Å, forces in eV/Å.

## Properties
Highest occupied orbital energy (alpha / beta) (eV): -11.03 / -12.19
Relative energy (zero: lowest compared OMol25 entry of this formula, charge and spin) (kcal per mole): 38.06
Spin multiplicity: 4
<S²>: 3.7524
Orbital gap (alpha / beta) (eV): 9.85 / 11.11

Here are the Mulliken charges for atoms 1 to 6, given in e:
1. V 1.226
2. P 1.319
3. F -0.323
4. F -0.314
5. F -0.338
6. F -0.359



Record 2
DFT (ωB97M-V/def2-TZVPD) results for a structure of composition C36H31Cl36IO5.

Geometry as XYZ:
```
109
Properties=species:S:1:pos:R:3:forces:R:3
C 3.706 -3.142 -1.288 -0.4 -0.1 0.0
O 2.554 -2.659 -1.956 -0.1 0.0 0.2
C 1.728 -3.693 -2.471 0.3 0.3 -0.5
C 0.366 -3.108 -2.625 -0.1 -0.2 0.3
C -0.748 -3.550 -2.044 0.5 0.0 0.0
C -2.065 -2.915 -2.286 0.3 0.2 0.0
O -3.065 -3.579 -2.229 -0.5 -0.3 0.1
C -2.033 -1.461 -2.616 -0.2 0.7 -0.2
C -0.852 -0.989 -3.211 -0.3 0.3 0.1
C -0.703 0.350 -3.524 -0.4 -0.3 0.0
C -1.729 1.258 -3.273 -0.3 -0.3 0.2
C -1.388 2.700 -3.618 0.1 -0.4 -0.1
O -0.052 2.964 -3.216 -0.2 0.4 0.1
C 0.178 3.108 -1.866 0.3 -0.1 0.5
C -0.824 3.395 -0.937 0.3 0.0 0.2
C -0.536 3.544 0.423 0.3 -0.1 -0.3
C -1.629 3.861 1.403 0.1 0.1 0.1
C 0.783 3.394 0.859 -0.5 0.0 -0.7
C 1.775 3.087 -0.072 -0.4 0.1 0.0
C 1.505 2.935 -1.437 0.0 0.3 0.2
C 2.601 2.556 -2.420 -0.2 -0.1 0.5
C 2.830 1.044 -2.317 0.0 0.3 0.1
C 3.911 3.297 -2.171 0.1 -0.2 -0.5
C -2.966 0.820 -2.742 0.6 -0.1 -0.1
C -4.096 1.812 -2.541 0.2 -0.4 0.1
C -4.255 2.337 -1.095 -0.4 0.6 -0.2
C -5.667 2.195 -0.500 0.1 0.1 0.3
C -5.660 1.997 1.017 0.2 -0.3 -0.4
O -5.649 3.217 1.740 0.0 0.0 0.0
C -3.082 -0.550 -2.407 0.1 0.1 -0.1
I -4.888 -1.187 -1.532 0.1 0.0 -0.1
C 0.266 -1.922 -3.510 -0.4 0.0 0.3
O 1.033 -1.739 -4.417 0.4 0.2 -0.4
H 4.313 -3.782 -1.931 0.1 0.0 -0.1
H 3.388 -3.707 -0.409 0.2 -0.1 0.1
H 4.276 -2.274 -0.975 0.1 0.0 0.0
H 2.118 -3.937 -3.465 -0.1 -0.4 0.0
H 1.722 -4.589 -1.847 0.0 0.0 0.2
H -0.746 -4.437 -1.423 -0.1 -0.1 0.0
H 0.227 0.687 -3.958 0.0 0.0 -0.1
H -2.087 3.427 -3.221 0.0 0.1 0.2
H -1.399 2.813 -4.701 0.1 0.1 -0.1
H -1.849 3.507 -1.244 -0.1 0.0 -0.1
H -1.545 3.241 2.295 0.0 -0.1 0.1
H -2.611 3.702 0.966 -0.1 0.0 -0.1
H -1.573 4.896 1.737 0.0 0.1 0.0
H 0.986 3.517 1.915 0.1 0.0 -0.1
H 2.788 2.954 0.285 0.1 0.0 -0.1
H 2.247 2.822 -3.413 0.0 -0.1 -0.1
H 1.882 0.509 -2.337 0.0 -0.2 -0.1
H 3.492 0.685 -3.102 -0.1 0.0 0.0
H 3.302 0.836 -1.355 0.0 -0.1 0.1
H 4.661 2.904 -2.860 0.1 0.0 0.0
H 4.298 3.131 -1.169 0.0 0.1 0.1
H 3.817 4.359 -2.384 0.0 0.1 0.2
H -3.929 2.638 -3.222 -0.1 0.1 -0.1
H -5.027 1.347 -2.856 -0.1 -0.1 0.0
H -3.498 1.924 -0.429 0.0 -0.3 0.0
H -4.073 3.413 -1.135 0.3 0.1 0.1
H -6.207 1.382 -0.973 0.0 -0.1 0.0
H -6.231 3.113 -0.673 -0.1 0.0 -0.2
H -4.793 1.383 1.281 0.0 -0.1 0.1
H -6.546 1.445 1.318 -0.1 0.2 0.2
H -4.854 3.700 1.495 0.1 0.1 0.1
C 3.693 -2.081 2.915 0.2 -0.4 -0.5
Cl 4.323 -0.548 3.540 -1.3 -3.3 -1.9
Cl 2.514 -1.745 1.651 -0.1 0.1 -0.2
Cl 5.047 -3.008 2.249 0.1 -0.2 -0.1
Cl 2.908 -3.022 4.180 0.2 0.2 0.1
C 3.652 2.614 4.750 -0.2 0.3 0.2
Cl 4.794 1.266 4.813 1.3 3.4 2.3
Cl 2.978 2.744 3.121 0.2 -0.1 0.2
Cl 2.345 2.332 5.903 3.1 7.6 2.1
Cl 4.493 4.111 5.160 0.1 0.0 0.0
C 5.360 -0.957 -5.315 0.0 -0.1 0.0
Cl 5.179 0.798 -5.439 0.0 0.0 0.0
Cl 6.950 -1.331 -4.633 0.0 0.0 0.0
Cl 4.099 -1.609 -4.277 0.1 0.0 -0.1
Cl 5.233 -1.670 -6.927 0.0 0.0 0.0
C -7.853 0.833 -4.867 0.0 0.0 0.0
Cl -6.207 0.920 -5.509 0.0 0.0 0.0
Cl -8.212 -0.831 -4.413 0.0 0.0 0.0
Cl -7.988 1.877 -3.449 0.0 0.0 0.0
Cl -8.990 1.370 -6.106 0.0 0.0 0.0
C -4.302 -4.763 1.203 0.0 0.0 0.0
Cl -3.127 -6.082 1.162 0.0 0.0 0.0
Cl -5.285 -4.810 -0.258 0.0 0.0 0.1
Cl -5.339 -4.944 2.622 0.0 0.0 0.0
Cl -3.443 -3.221 1.307 0.1 0.0 0.0
C 0.108 0.424 5.726 0.4 -0.3 -0.4
Cl 1.771 0.298 5.152 -2.4 -7.3 -2.6
Cl -0.304 -1.016 6.665 0.1 0.1 0.0
Cl -0.052 1.863 6.739 -1.3 -0.1 0.7
Cl -0.982 0.555 4.342 0.0 0.1 0.0
C 1.619 -6.455 2.357 0.0 0.1 0.0
Cl 1.399 -5.986 4.043 -0.1 -0.2 0.1
Cl 0.482 -5.550 1.347 0.0 0.0 0.0
Cl 3.268 -6.073 1.865 0.0 0.0 -0.1
Cl 1.326 -8.185 2.177 0.0 0.0 0.0
C -0.257 5.916 8.607 0.1 0.0 0.0
Cl -0.368 6.830 10.112 0.0 0.0 0.0
Cl -1.318 6.638 7.396 0.0 0.0 0.0
Cl 1.408 5.940 8.019 0.0 0.0 0.0
Cl -0.749 4.244 8.895 0.0 0.0 0.1
C 6.388 -7.735 3.970 0.0 0.0 0.0
Cl 6.113 -6.003 3.772 0.1 0.1 0.1
Cl 7.960 -8.005 4.725 0.0 0.0 0.0
Cl 5.115 -8.412 4.989 0.0 0.0 0.0
Cl 6.350 -8.518 2.386 0.0 0.0 0.0
```
Positions in Å, forces in eV/Å.

## Properties
Highest occupied orbital energy (eV): -8.50
Orbital gap (eV): 7.47

Here are the Mulliken charges for atoms 1 to 6, given in e:
1. C -0.809
2. O 0.183
3. C -1.183
4. C 0.911
5. C -0.642
6. C -0.081



Record 3
DFT (ωB97M-V/def2-TZVPD) results for a structure of composition C5H6Cl6F12NO12P3S2V3.

Geometry as XYZ:
```
50
Properties=species:S:1:pos:R:3:forces:R:3
V -1.552 1.355 -0.811 0.1 -0.6 -0.8
V 1.115 -1.073 -1.340 -2.5 0.5 -2.5
V -1.901 -1.778 -2.695 0.7 0.7 -0.1
P -1.244 -1.029 -0.328 -2.9 -2.2 2.7
O -0.575 -2.224 -1.057 1.9 -6.0 1.6
O -0.358 0.047 0.261 2.4 2.3 6.5
O -2.577 -0.502 -0.975 -6.1 -0.2 2.1
O -0.758 -0.339 -1.623 5.3 4.7 -11.0
P 0.099 -1.710 -4.476 2.0 -0.7 -5.7
O 1.189 -1.373 -3.372 -1.7 -0.1 0.1
O -1.268 -0.925 -4.494 -1.0 1.7 1.2
O -0.876 -2.906 -4.151 -0.5 -0.9 2.2
O 0.443 -1.874 -5.970 1.2 0.8 3.6
P 3.280 -2.295 0.035 4.8 -1.7 1.3
F 3.348 -0.851 -0.697 -1.1 0.9 -0.4
F 3.822 -1.587 1.394 -0.6 -0.8 -0.7
F 1.768 -2.024 0.495 -1.5 0.9 0.3
F 3.210 -3.770 0.709 -0.1 1.1 -0.7
F 2.623 -2.839 -1.395 0.1 0.1 0.5
F 4.817 -2.526 -0.453 -1.4 -0.4 0.0
C 2.112 2.801 0.651 0.9 0.8 -0.4
F 2.056 1.649 1.320 -0.8 1.1 -0.6
F 1.514 3.833 1.284 0.3 -1.6 -0.2
F 3.420 3.095 0.518 -0.8 0.0 -0.1
S 1.426 2.640 -1.191 0.9 -1.9 0.8
O 2.227 3.485 -2.047 -1.5 -1.1 1.0
O 1.536 1.188 -1.390 -0.3 1.6 0.0
N -0.308 3.037 -1.031 3.7 -0.9 0.4
S -0.282 4.581 -1.352 -1.3 5.0 -3.1
O 0.791 5.392 -0.787 -1.5 -1.5 0.2
O -0.535 4.808 -2.780 0.0 -0.5 1.9
C -1.918 5.227 -0.551 1.5 0.8 0.9
F -2.968 4.553 -0.941 -0.8 -0.5 -0.9
F -1.853 5.049 0.784 0.2 0.4 -0.2
F -2.092 6.553 -0.817 0.3 -1.7 0.2
C -4.472 -0.777 2.316 0.4 0.1 0.0
Cl -2.915 -0.688 3.197 -0.5 -0.3 -0.3
Cl -5.392 0.696 2.657 -0.3 0.0 -0.1
H -4.269 -0.822 1.246 0.1 0.0 0.2
H -5.057 -1.638 2.639 0.3 0.2 0.1
C -0.019 -4.475 1.511 0.6 0.1 -0.6
Cl -1.132 -3.715 2.620 -0.3 0.1 0.3
Cl -0.424 -6.180 1.143 0.1 0.4 0.1
H -0.044 -3.888 0.593 -0.1 -0.4 0.0
H 0.991 -4.424 1.916 -0.2 -0.2 0.1
C 0.490 -0.263 3.776 -0.2 -0.3 0.7
Cl -0.050 -1.297 5.194 0.2 0.4 -0.9
Cl 2.210 -0.302 3.575 1.0 -0.1 0.3
H 0.138 -0.645 2.818 -0.8 0.2 0.5
H 0.213 0.749 4.071 -0.3 -0.3 -0.5
```
Positions in Å, forces in eV/Å.

## Properties
Highest occupied orbital energy (alpha / beta) (eV): -5.43 / -7.08
Charge: -1
Spin multiplicity: 11
<S²>: 30.0463
Orbital gap (alpha / beta) (eV): 6.16 / 7.19

Here are the Mulliken charges for atoms 1 to 6, given in e:
1. V 0.525
2. V 1.503
3. V 0.558
4. P 1.012
5. O -0.593
6. O 0.200



Record 4
DFT (ωB97M-V/def2-TZVPD) results for a cluster of 2 separate species, C2H5NO2S in total.

Geometry as XYZ:
```
11
Properties=species:S:1:pos:R:3:forces:R:3
C 0.562 0.900 -0.367 2.5 -1.1 1.1
C -0.801 0.513 -0.178 -1.8 0.2 -0.7
N 1.518 -0.680 1.184 -0.7 1.5 -0.5
O 1.308 1.586 -0.945 -0.8 -0.1 0.1
O 0.645 -1.769 1.115 0.1 -0.3 -0.2
S -2.030 1.215 -1.399 0.3 0.0 0.5
H -1.131 0.866 0.801 0.2 -0.1 0.0
H -0.887 -0.577 -0.196 0.3 0.2 0.2
H 2.259 -0.898 0.515 -0.2 -0.3 -0.1
H 0.116 -1.707 1.922 0.2 0.1 -0.1
H -1.560 0.551 -2.453 0.1 -0.1 -0.2
```
Positions in Å, forces in eV/Å.

## Properties
Highest occupied orbital energy (alpha / beta) (eV): -8.52 / -7.41
Relative energy (zero: lowest compared OMol25 entry of this formula, charge and spin) (kcal per mole): 110.53
Orbital gap (alpha / beta) (eV): 8.85 / 7.79

Here are the Mulliken charges for atoms 1 to 6, given in e:
1. C 0.494
2. C -0.552
3. N -0.412
4. O -0.353
5. O -0.373
6. S -0.162



Record 5
DFT (ωB97M-V/def2-TZVPD) results for a cluster of 2 separate species, C2H3Cl5Si2 in total.

Geometry as XYZ:
```
12
Properties=species:S:1:pos:R:3:forces:R:3
C 2.108 0.680 -0.141 -0.1 -0.1 0.0
C 1.851 -0.545 0.289 -0.4 -0.5 0.1
Si 0.199 -1.424 0.119 -0.9 2.3 -0.2
Si -2.382 0.936 -0.117 1.9 -1.9 0.2
Cl -0.143 -2.597 1.721 -0.1 -0.2 0.3
Cl 0.052 -2.494 -1.585 0.0 -0.3 -0.3
Cl -3.100 1.276 1.746 -0.2 0.1 0.4
Cl -3.862 0.151 -1.257 -0.3 -0.1 -0.2
Cl -1.803 2.702 -0.924 0.1 0.4 -0.2
H 3.081 1.132 -0.018 0.1 0.0 0.0
H 1.359 1.281 -0.623 -0.3 0.2 -0.2
H 2.640 -1.098 0.789 0.0 -0.1 0.0
```
Positions in Å, forces in eV/Å.

## Properties
Highest occupied orbital energy (alpha / beta) (eV): -8.27 / -8.27
Relative energy (zero: lowest compared OMol25 entry of this formula, charge and spin) (kcal per mole): 40.05
Orbital gap (alpha / beta) (eV): 6.89 / 6.89

Here are the Mulliken charges for atoms 1 to 6, given in e:
1. C -0.482
2. C -0.200
3. Si 0.516
4. Si 0.502
5. Cl -0.214
6. Cl -0.211



Record 6
DFT (ωB97M-V/def2-TZVPD) results for a structure of composition C6F18N3O12S6Zn.

Geometry as XYZ:
```
46
Properties=species:S:1:pos:R:3:forces:R:3
Zn 0.358 0.116 0.171 -1.1 -0.5 0.0
C -4.047 0.347 0.065 -1.8 -0.9 0.4
F -5.025 1.262 0.309 1.3 -0.9 0.0
F -3.894 -0.455 1.193 0.0 1.7 -2.1
F -4.549 -0.440 -0.946 0.9 0.7 1.2
S -2.464 1.182 -0.583 0.9 -4.9 -0.5
O -1.833 0.062 -1.359 -1.5 2.8 1.1
O -2.923 2.380 -1.173 0.1 0.7 -0.2
N -1.472 1.219 0.673 0.7 1.9 1.0
S -1.738 2.513 1.762 -0.6 -2.2 0.9
O -0.966 3.676 1.503 -0.1 0.2 -0.3
O -3.161 2.531 2.035 1.2 0.4 -0.3
C -0.936 1.728 3.337 -0.7 -0.3 -0.7
F -1.284 0.425 3.418 0.4 1.7 0.3
F 0.422 1.842 3.259 -1.8 -0.1 0.6
F -1.486 2.398 4.393 1.3 -0.8 -1.1
C -2.138 -3.046 1.517 0.6 -1.4 0.7
F -2.691 -2.819 0.342 -0.1 -0.1 0.2
F -2.853 -2.469 2.494 0.8 0.2 -0.6
F -2.161 -4.378 1.811 -0.3 0.8 -0.6
S -0.242 -2.630 1.458 -0.4 0.0 -0.1
O -0.103 -1.553 2.438 0.3 -1.4 -1.2
O 0.409 -3.932 1.525 -0.6 2.0 0.4
N -0.048 -1.947 -0.034 0.1 -0.7 0.9
S 0.521 -3.023 -1.181 -2.2 -0.4 0.1
O 1.931 -3.202 -1.076 0.2 -0.2 -0.3
O -0.403 -4.164 -1.321 1.8 2.1 0.0
C 0.257 -1.825 -2.643 -0.8 -1.0 1.7
F 1.012 -2.161 -3.626 1.7 -0.5 -1.4
F -0.975 -1.868 -3.039 -1.6 -0.3 -0.4
F 0.510 -0.584 -2.268 0.9 0.9 0.1
C 4.209 -0.554 -1.092 -0.9 1.7 -1.0
F 3.444 -0.500 -2.190 -0.2 0.0 0.0
F 4.501 -1.775 -0.849 0.9 -1.7 0.5
F 5.296 0.175 -1.362 -0.3 -0.3 0.7
S 3.210 0.092 0.369 0.7 1.5 1.7
O 2.434 -0.991 0.950 0.5 0.6 -0.9
O 4.167 0.764 1.229 -1.0 -0.6 -1.3
N 2.066 1.080 -0.298 0.5 0.6 0.6
S 2.452 2.704 -0.673 0.0 -0.9 -0.2
O 2.014 3.661 0.329 0.6 -1.5 -1.4
O 3.769 2.722 -1.280 -1.0 0.2 0.9
C 1.284 2.812 -2.164 1.0 0.4 1.4
F 1.423 4.080 -2.562 -0.5 -0.4 -0.4
F 1.667 1.968 -3.122 -0.6 0.6 0.5
F 0.036 2.578 -1.741 0.4 0.0 -0.8
```
Positions in Å, forces in eV/Å.

## Properties
Highest occupied orbital energy (eV): -8.41
Charge: -1
Orbital gap (eV): 10.91

Here are the Mulliken charges for atoms 1 to 6, given in e:
1. Zn 2.560
2. C 0.543
3. F -0.214
4. F -0.188
5. F -0.240
6. S 0.753